This record from OMol25 describes an isolated molecule of C27H31N3O3. The level of theory is wB97M-V/def2-TZVPD.

ΔE to the lowest compared entry with this formula, charge and spin = 343.6 kJ/mol
F_max = 0.0227 hartree/bohr
HOMO = -7.56 eV
E_LUMO = 0.68 eV
Frontier orbital gap = 8.2 eV
Charge = 0
2S+1 = 1

Each line ends with the Löwdin charge.
Geometry (Å):
C: 6.511 -0.328 0.287  -0.14
C: -3.491 -0.848 0.431  -0.13
H: 9.122 3.064 -1.606  0.10
H: 0.806 0.590 -1.874  0.13
H: 0.916 -1.184 -1.996  0.13
H: -4.820 2.725 0.398  0.10
H: -2.980 -0.457 1.328  0.12
H: -2.628 0.132 -2.532  0.13
H: 5.055 0.318 -1.155  0.13
H: 1.304 1.489 2.082  0.11
C: -3.145 1.200 -0.748  -0.16
C: -7.951 1.564 0.778  -0.10
H: 3.303 0.720 0.803  0.12
C: 0.917 -0.339 -1.307  -0.08
C: -2.106 0.490 -1.637  -0.15
C: -0.155 0.658 0.718  -0.15
C: -5.631 2.014 0.407  -0.03
C: 9.454 1.621 -0.005  -0.12
C: -0.241 -0.493 -0.300  -0.28
C: -7.259 -2.435 -0.301  -0.09
H: -0.302 1.613 0.208  0.11
H: -2.645 1.695 0.101  0.11
H: -3.648 1.960 -1.350  0.13
C: 6.771 -1.233 1.318  -0.01
C: 5.818 -2.162 1.690  -0.06
C: 4.592 -2.202 1.048  -0.02
H: -0.931 0.551 1.478  0.10
O: 8.708 0.650 0.539  0.05
H: -6.816 -3.370 -0.641  0.09
C: 1.219 0.654 1.384  -0.16
H: -3.037 -1.967 -1.332  0.13
N: -4.121 0.232 -0.302  -0.09
H: 6.033 -2.863 2.482  0.11
C: 8.774 2.253 -1.001  -0.06
C: 3.013 -1.391 -0.706  -0.42
H: -8.945 1.893 1.038  0.10
H: -0.068 -1.433 0.238  0.15
C: -2.482 -1.548 -0.485  -0.15
H: -7.735 -2.596 0.673  0.10
H: -1.345 1.205 -1.950  0.11
H: 3.849 -2.935 1.324  0.12
C: -5.378 0.680 0.102  -0.16
C: -6.467 -0.223 0.130  -0.20
H: -8.563 -0.455 0.502  0.10
H: 1.353 -0.274 1.945  0.12
H: -1.994 -2.366 0.047  0.12
O: 2.743 -2.374 -1.372  0.08
H: 6.721 1.858 -1.748  0.11
C: 7.515 1.618 -1.071  -0.01
C: 7.518 0.638 -0.108  -0.23
C: 2.322 0.759 0.329  -0.15
H: -8.015 -2.110 -1.024  0.10
H: 2.229 1.713 -0.205  0.13
H: -4.248 -1.561 0.749  0.12
H: 10.439 1.765 0.395  0.12
C: -6.902 2.457 0.735  -0.10
N: 2.193 -0.315 -0.626  -0.04
C: 5.271 -0.368 -0.350  0.03
O: -6.195 -1.523 -0.217  -0.11
C: -7.729 0.228 0.477  -0.03
C: 4.312 -1.294 0.034  -0.15
H: -7.061 3.500 0.965  0.10
H: 7.728 -1.204 1.815  0.11
N: -1.480 -0.658 -1.025  -0.14

=====

This record from OMol25 describes an isolated molecule of C27H31N3O4S. The level of theory is wB97M-V/def2-TZVPD.

ΔE to the lowest compared entry with this formula, charge and spin = 95.6 kJ/mol
F_max = 0.0144 hartree/bohr
HOMO = -8.33 eV
E_LUMO = 0.56 eV
Frontier orbital gap = 8.9 eV
Charge = 0
2S+1 = 1

Each line ends with the Löwdin charge.
Geometry (Å):
H: -2.292 3.359 1.258  0.11
H: 2.100 -0.944 4.719  0.10
H: -4.865 -1.988 -0.587  0.11
S: 0.790 4.438 -0.258  1.05
C: 3.769 -3.326 0.324  -0.27
H: -0.485 5.711 -1.886  0.06
H: -5.759 -0.508 1.624  0.10
C: 1.636 0.985 -0.099  -0.08
H: 3.648 -1.125 3.855  0.10
C: -0.607 5.066 -1.038  -0.40
H: 2.947 0.010 -2.306  0.12
C: -4.393 -1.283 0.095  -0.12
C: 1.969 0.414 -2.537  -0.11
H: 0.002 2.994 2.922  0.13
C: -0.904 -1.040 -0.349  -0.41
H: -3.052 -0.875 -1.609  0.14
O: -0.996 0.829 2.349  0.04
C: 1.169 0.946 -1.532  -0.18
C: -1.752 4.646 -0.447  -0.18
H: -2.734 4.927 -0.783  0.10
C: -3.815 0.960 -0.670  -0.14
H: 6.235 -5.246 -0.567  0.09
N: 1.612 0.359 -3.805  0.07
H: 5.524 -4.005 -1.629  0.10
C: -1.514 3.796 0.658  -0.14
H: -6.268 -0.203 -0.037  0.11
H: -0.734 1.861 -1.154  0.09
H: 0.167 0.746 -5.189  0.10
H: -4.008 1.164 1.469  0.10
H: -3.952 -1.856 0.911  0.11
O: 4.914 -4.063 0.355  -0.08
C: -0.460 1.381 -3.227  -0.04
H: 4.079 -2.880 2.373  0.12
N: 0.612 0.518 0.811  0.03
H: 2.525 0.354 0.009  0.13
H: 1.916 2.009 0.149  0.09
C: 0.421 0.825 -4.141  -0.15
C: 0.233 -0.901 0.689  -0.10
C: 5.319 -4.718 -0.824  -0.09
C: -0.040 1.264 1.720  -0.44
H: -2.053 -0.134 1.067  0.11
O: 1.889 -1.302 2.767  -0.08
H: 2.655 -2.564 4.225  0.10
C: 2.625 -1.506 3.948  -0.07
C: -0.074 1.443 -1.900  -0.04
C: 1.455 -1.764 0.502  -0.11
H: 4.567 -5.438 -1.160  0.10
C: -3.284 -0.479 -0.618  -0.28
H: -0.199 -1.162 1.665  0.16
H: -1.425 1.749 -3.540  0.10
C: -0.191 3.581 0.892  -0.53
H: -5.330 1.933 0.578  0.11
H: 3.199 -3.597 -1.736  0.10
C: 1.819 -2.366 -0.687  -0.01
C: 2.961 -3.145 -0.788  -0.01
H: -4.446 1.085 -1.551  0.12
C: 0.406 2.709 1.946  -0.10
H: 1.490 2.804 1.978  0.11
C: -4.657 1.077 0.596  -0.20
H: 1.192 -2.237 -1.553  0.11
C: -5.404 -0.255 0.626  -0.19
H: -3.008 1.690 -0.716  0.09
N: -2.050 -0.535 0.134  0.12
O: -0.802 -1.527 -1.457  0.06
C: 2.284 -1.943 1.629  -0.22
C: 3.424 -2.718 1.533  0.06

=====

This record from OMol25 describes an isolated molecule of C27H31N5. The level of theory is wB97M-V/def2-TZVPD.

F_max = 0.0534 hartree/bohr
HOMO = -6.85 eV
E_LUMO = 0.75 eV
Frontier orbital gap = 7.6 eV
Charge = 0
2S+1 = 1

Each line ends with the Löwdin charge.
Geometry (Å):
H: 3.556 -3.027 4.872  0.13
N: -0.825 3.832 2.170  -0.26
H: 5.059 -4.384 3.583  0.11
C: 3.755 -2.691 3.837  -0.15
C: -6.282 -0.474 6.957  -0.18
H: 7.368 0.871 5.356  0.12
N: -0.247 4.584 1.517  0.16
C: -3.611 -1.043 3.699  -0.14
C: -1.140 1.958 3.931  -0.21
C: 6.360 1.674 3.645  -0.15
C: 6.253 -2.632 3.902  -0.17
H: 8.456 1.338 4.053  0.11
C: -2.488 -0.202 3.542  0.00
H: -7.147 -2.593 3.731  0.12
H: -3.358 -3.116 3.178  0.12
H: 8.210 -1.168 4.310  0.12
H: 6.230 2.632 4.167  0.12
C: 3.851 1.611 3.726  0.01
C: 0.133 1.196 3.728  -0.08
N: -1.537 3.035 2.815  0.08
H: 7.171 -2.986 3.414  0.12
H: -5.961 1.560 6.314  0.13
N: 6.204 -1.190 3.776  -0.09
H: -3.079 2.029 5.968  0.12
C: 7.496 0.875 4.271  -0.17
C: -6.058 -2.568 3.890  -0.18
C: 5.041 -3.327 3.317  -0.17
H: -3.360 -1.996 1.816  0.12
H: 3.830 2.710 3.701  0.12
H: -1.011 2.547 4.945  0.16
H: -5.766 -1.722 1.934  0.12
C: 5.037 -0.495 3.764  -0.11
H: 6.342 -2.899 4.973  0.13
N: -5.748 -1.455 4.760  -0.09
H: -5.746 -1.206 7.564  0.12
H: -7.332 -2.078 5.941  0.12
C: 2.622 -0.472 3.845  0.01
C: -5.343 0.689 6.610  -0.15
H: 7.865 -0.542 2.689  0.13
H: 1.458 2.735 4.150  0.11
H: 1.668 -1.000 3.920  0.12
H: 2.894 -3.027 3.239  0.12
C: -2.356 1.035 4.185  -0.19
C: -4.591 -0.728 4.665  -0.12
C: -4.343 0.376 5.522  -0.14
C: -6.807 -1.139 5.704  -0.17
H: -5.464 -3.455 2.031  0.11
C: 1.356 1.669 3.987  -0.07
C: -5.332 -2.507 2.560  -0.17
H: -4.803 1.002 7.515  0.12
H: -5.788 -3.508 4.411  0.13
H: -1.758 -0.533 2.805  0.11
H: -7.547 -0.476 5.210  0.13
C: 7.507 -0.543 3.739  -0.17
C: 3.803 -1.197 3.807  -0.15
H: 6.613 1.918 2.598  0.13
H: 0.086 0.125 3.425  0.09
C: 5.056 0.932 3.693  -0.15
C: -3.846 -2.208 2.778  -0.15
H: 5.059 -3.261 2.225  0.12
H: -7.132 -0.129 7.549  0.11
C: 2.607 0.940 3.850  -0.22
C: -3.218 1.188 5.286  0.00